# 1
A structure of composition C34H41BrF5GeInN5O4S at a distorted geometry, computed with the ωB97M-V functional and the def2-TZVPD basis.

Geometry (Å):
In  0.57694  0.02764  0.78282
C  2.63458  0.53558  4.38715
C  2.93079  1.25357  3.07561
C  4.42838  1.50319  2.92597
C  2.18032  2.57499  2.98176
O  2.47245  0.42516  1.99071
Ge  3.32347  -1.02862  1.18426
O  2.45404  -0.40347  -0.41855
C  3.18454  0.14339  -1.53887
C  3.90617  1.41372  -1.10266
C  4.19286  -0.90292  -2.01169
C  2.20938  0.43752  -2.66738
O  1.57238  -1.85794  1.42029
C  1.39285  -3.26173  1.11861
C  1.60321  -3.52078  -0.36804
C  2.39464  -4.05773  1.95450
C  -0.01012  -3.65522  1.55645
H  2.96836  1.13603  5.23650
H  1.56534  0.34431  4.47978
H  3.15992  -0.42282  4.41920
H  4.78686  2.11851  3.75276
H  4.99310  0.56833  2.93884
H  4.63953  2.02849  1.99252
H  2.59356  3.28808  3.69840
H  2.27345  2.98667  1.97635
H  1.12258  2.44149  3.20687
H  4.59137  1.20100  -0.27762
H  4.49553  1.81419  -1.93038
H  3.18750  2.16077  -0.76786
H  4.91050  -1.14782  -1.22642
H  3.68130  -1.81858  -2.31319
H  4.75099  -0.52232  -2.86923
H  1.50819  1.22370  -2.38894
H  2.76190  0.76793  -3.54908
H  1.65995  -0.46518  -2.93417
H  2.65315  -3.40709  -0.64561
H  1.29018  -4.53558  -0.62083
H  1.02587  -2.81915  -0.97337
H  3.42359  -3.77958  1.72460
H  2.21784  -3.88226  3.01684
H  2.28341  -5.12468  1.75195
H  -0.78043  -3.16488  0.96358
H  -0.14380  -4.73289  1.44760
H  -0.15137  -3.38651  2.60390
Br  -4.53860  -0.62826  -6.10993
C  -4.15368  1.05627  -5.33500
C  -5.19622  1.91945  -5.04484
C  -4.90558  3.15932  -4.50152
C  -3.59597  3.51656  -4.20647
C  -2.55455  2.64885  -4.52462
C  -2.83521  1.41824  -5.09517
N  -3.41805  4.86218  -3.73994
N  -2.58131  5.20985  -2.89244
C  -1.78124  4.29424  -2.14425
C  -0.46679  4.65814  -1.98312
C  0.45843  3.85068  -1.30831
C  0.06347  2.64778  -0.74937
O  0.88606  1.89180  -0.07625
C  -1.32542  2.28066  -0.86105
N  -1.67858  1.12656  -0.24852
C  -2.94881  0.83875  -0.11158
C  -3.96752  1.66845  -0.61701
C  -3.62478  2.78679  -1.32080
C  -2.26125  3.12233  -1.49117
H  -6.21702  1.63693  -5.26124
H  -5.69662  3.87053  -4.29925
H  -1.52583  2.93242  -4.34537
H  -2.03157  0.74171  -5.35392
H  -0.14873  5.59944  -2.41465
H  1.48409  4.17355  -1.18804
H  -3.18463  -0.05911  0.45038
H  -5.00387  1.41101  -0.44705
H  -4.39289  3.43890  -1.71278
F  -1.61899  -1.75692  -0.47830
C  -1.63863  -1.31784  -1.72048
F  -0.52826  -0.68541  -2.01669
C  -2.02482  -2.37997  -2.72488
F  -1.16171  -3.41248  -2.66982
F  -1.99376  -1.88163  -3.95588
F  -3.23934  -2.84885  -2.45498
C  -0.96050  -3.45838  5.86169
C  -1.56418  -2.79427  4.66116
C  -2.63182  -3.36108  3.97009
C  -3.07433  -2.68529  2.85141
N  -2.54200  -1.53419  2.44350
C  -1.53571  -1.05650  3.17917
S  -0.84533  0.51267  2.72250
N  -1.01784  -1.64868  4.25866
H  -1.73257  -3.78474  6.55929
H  -0.28344  -2.77031  6.36103
H  -0.39843  -4.34449  5.55761
H  -3.08859  -4.28698  4.29100
H  -3.89228  -3.07515  2.25328

## Properties
- Expectation value of S²: 0.7522
- ΔE to the lowest compared entry with this formula, charge and spin: 74.6 kJ/mol
- E_HOMO (alpha / beta): -0.2759 / -0.2762 Eh
- LUMO level (alpha / beta): -0.2 / -1.1 eV
- HOMO-LUMO gap (alpha / beta): 7.32 / 6.38 eV
- Spin multiplicity: 2



# 2
A structure of composition C34H41Cl2InN7O3SSi, computed with the ωB97M-V functional and the def2-TZVPD basis.

Geometry (Å):
In  -0.28890  -0.03182  0.08702
N  -1.25400  -8.08849  -1.90309
C  -0.77263  -6.80882  -1.80234
C  0.60712  -6.57284  -1.71039
C  1.09801  -5.28733  -1.65398
C  0.21600  -4.21174  -1.69689
C  -1.15556  -4.42708  -1.77864
C  -1.64893  -5.71259  -1.83540
S  0.83981  -2.59483  -1.48578
O  2.25920  -2.62772  -1.69590
O  0.09227  -1.65940  -2.31565
N  0.42849  -2.09141  0.02651
C  1.05948  -2.61556  1.15371
N  1.72075  -3.76986  1.07168
C  2.29416  -4.20685  2.18854
C  2.21800  -3.52380  3.39034
C  1.48490  -2.35332  3.37117
N  0.90076  -1.89035  2.26814
H  -0.64099  -8.85843  -1.70754
H  -2.23535  -8.25666  -1.78105
H  1.28643  -7.41770  -1.67679
H  2.15994  -5.09379  -1.57979
H  -1.82453  -3.57849  -1.79873
H  -2.71722  -5.88865  -1.90200
H  2.82908  -5.14855  2.11000
H  2.69398  -3.88435  4.29023
H  1.35103  -1.75728  4.26897
C  0.67823  1.36779  1.46958
Si  -0.55623  2.61017  2.06183
C  -1.34764  3.09746  0.40482
N  -1.94687  1.97303  -0.35625
C  -2.06231  2.33578  -1.78973
C  -3.05115  3.46731  -2.05507
C  -4.40144  3.20506  -1.34904
C  -4.44427  1.80054  -0.74550
C  -3.28452  1.60145  0.22302
C  0.24810  4.16598  2.71674
C  0.94793  5.02414  1.86029
C  1.55393  6.17742  2.33868
C  1.47255  6.49425  3.68887
C  0.78610  5.65577  4.55613
C  0.17952  4.50197  4.07326
C  -1.71240  1.91722  3.35285
C  -1.50279  0.65188  3.90844
C  -2.31428  0.17678  4.93326
C  -3.34941  0.96296  5.41898
C  -3.57174  2.22604  4.88198
C  -2.75525  2.69875  3.86418
H  1.12272  0.70086  2.20912
H  1.46314  1.87573  0.90825
H  -0.51576  3.49070  -0.19098
H  -2.06387  3.92088  0.52773
H  -2.36985  1.45071  -2.34163
H  -1.07305  2.61618  -2.15185
H  -3.18355  3.54967  -3.13552
H  -2.62803  4.41457  -1.72089
H  -5.22743  3.34003  -2.04613
H  -4.54679  3.92690  -0.54163
H  -4.42246  1.04365  -1.53635
H  -5.37282  1.65692  -0.19169
H  -3.26372  0.57138  0.56628
H  -3.46152  2.22622  1.09909
H  1.02732  4.78962  0.80107
H  2.09054  6.82958  1.65934
H  1.94610  7.39384  4.06442
H  0.72161  5.89889  5.61037
H  -0.35435  3.85269  4.76040
H  -0.68636  0.03428  3.54405
H  -2.13137  -0.80287  5.36070
H  -3.97614  0.59890  6.22420
H  -4.37519  2.84417  5.26397
H  -2.92639  3.69597  3.46447
Cl  1.07938  1.27495  -2.16464
C  2.70881  0.51120  -2.25539
Cl  3.38108  0.07159  -0.68727
H  3.36345  1.24643  -2.69795
H  2.61893  -0.38424  -2.85545
O  -2.31657  -2.43226  2.00675
C  -1.90584  -1.41251  1.77569
C  -2.51520  -1.07025  -4.33434
N  -3.21277  -1.53628  -3.12836
C  -4.48142  -2.25811  -3.25425
C  -2.73894  -1.21643  -1.95050
N  -2.27048  -0.94648  -0.92671
H  -2.48781  -1.87914  -5.06176
H  -1.49373  -0.80285  -4.07622
H  -3.02570  -0.21210  -4.77244
H  -4.35376  -3.09043  -3.94522
H  -5.26671  -1.60076  -3.62857
H  -4.77756  -2.64960  -2.28406

## Properties
- ΔE to the lowest compared entry with this formula, charge and spin: 14.7 kJ/mol
- E_HOMO: -0.3790 Eh
- LUMO level: -2.3 eV
- HOMO-LUMO gap: 7.99 eV
- Net charge: +1



# 3
A structure of composition C34H41ClN4P2W at a distorted geometry, computed with the ωB97M-V functional and the def2-TZVPD basis.

Geometry (Å):
W  -0.23741  -1.06078  -4.55928
C  -0.87477  2.00407  -0.58950
C  -1.63587  1.55100  -1.57299
C  -1.28184  1.65958  -3.06331
C  0.02465  1.13954  -3.56895
C  1.27611  1.88714  -3.26274
C  1.56360  2.87116  -2.35490
C  0.59062  3.83898  -1.81116
C  -0.16099  3.33097  -0.55435
C  1.32161  -2.17043  -3.71430
H  -0.89725  1.50667  0.40264
H  -2.54008  0.96955  -1.38400
H  -1.46367  2.71079  -3.37332
H  -2.06328  1.06389  -3.58119
H  -1.56614  -2.12522  -4.59897
H  -0.10261  0.89696  -4.72127
H  2.11854  1.51138  -3.87480
H  2.57211  2.94178  -1.93952
H  -0.09993  4.23325  -2.57020
H  1.16212  4.71757  -1.47063
H  0.55338  3.27812  0.27884
H  -0.88615  4.13450  -0.31751
H  0.70082  -2.14011  -2.78170
H  2.22186  -1.55726  -3.51340
H  1.51405  -3.22178  -4.00412
P  1.38641  -1.05722  -6.12064
P  -2.01706  -0.59367  -5.89120
N  2.80634  0.04490  -6.29228
N  2.19629  -2.42236  -6.98980
N  -2.07033  1.16876  -6.72969
N  -3.73052  -1.02384  -6.53474
C  0.25632  -0.56443  -7.45571
C  -1.05304  -1.37454  -7.27358
C  4.02792  -0.00219  -5.60218
C  4.99052  0.68431  -6.34534
C  4.35280  1.15546  -7.54138
C  3.02206  0.75173  -7.48112
C  2.47755  -3.71476  -6.56522
C  2.96541  -4.42572  -7.65224
C  2.97306  -3.54559  -8.77279
C  2.51337  -2.32206  -8.34361
C  -2.36740  2.41649  -6.20897
C  -2.36629  3.36332  -7.23651
C  -2.02614  2.67225  -8.43855
C  -1.89075  1.33308  -8.10267
C  -4.55276  -0.26488  -7.36733
C  -5.39636  -1.10974  -8.08441
C  -5.08395  -2.44542  -7.67793
C  -4.05169  -2.35975  -6.75441
H  0.63915  -0.69608  -8.47889
H  0.12072  0.52509  -7.31771
H  -1.70677  -1.40235  -8.16655
H  -0.86072  -2.43632  -7.02558
H  4.08895  -0.47169  -4.62906
H  6.02664  0.85334  -6.07584
H  4.78076  1.73562  -8.34934
H  2.19322  0.93732  -8.15127
H  2.29553  -4.00189  -5.53903
H  3.27564  -5.46038  -7.65466
H  3.26033  -3.75400  -9.79875
H  2.33659  -1.40044  -8.89312
H  -2.63842  2.52853  -5.16380
H  -2.63263  4.39903  -7.16291
H  -1.97810  3.04931  -9.44560
H  -1.65112  0.50099  -8.74654
H  -4.47847  0.81539  -7.36805
H  -6.13318  -0.79927  -8.82069
H  -5.55273  -3.35606  -8.03629
H  -3.51486  -3.12472  -6.21771
Cl  1.67949  -0.39152  -0.81267
C  0.47147  -0.81050  0.32699
C  0.71835  -0.48659  1.65848
C  -0.23740  -0.79788  2.64465
C  -1.45254  -1.38918  2.26079
C  -1.70310  -1.67062  0.92242
C  -0.75810  -1.39194  -0.12077
C  -1.06190  -1.68460  -1.49768
H  1.65363  0.02469  1.91546
H  -0.04293  -0.56779  3.69791
H  -2.19625  -1.62185  3.03630
H  -2.65782  -2.10974  0.62622
H  -0.73444  -2.68584  -1.81873
H  -2.07767  -1.47887  -1.86368

## Properties
- Expectation value of S²: 2.0308
- ΔE to the lowest compared entry with this formula, charge and spin: 0.0 kJ/mol
- E_HOMO (alpha / beta): -0.4796 / -0.4797 Eh
- LUMO level (alpha / beta): -8.9 / -8.9 eV
- HOMO-LUMO gap (alpha / beta): 4.13 / 4.13 eV
- Spin multiplicity: 3
- Net charge: +2



# 4
A cluster of 5 separate species, C34H41F35N4O8P in total at a distorted geometry, computed with the ωB97M-V functional and the def2-TZVPD basis.

Geometry (Å):
C  0.09630  -4.29965  1.95786
C  0.46599  -3.31536  1.33568
C  0.94376  -2.11394  0.68517
C  0.12789  -0.88468  1.17010
C  -0.27906  0.09760  0.07540
N  -1.58176  -0.20346  -0.56304
C  -1.65405  -0.75610  -1.78089
N  -1.17918  -0.24907  -2.86584
N  -2.36810  -1.95710  -1.71672
C  -1.34488  -3.04198  -1.87386
C  -1.60077  -3.99220  -3.08097
O  -0.72024  -3.63811  -4.15198
C  -3.03832  -4.01452  -3.56524
N  -3.41801  -2.90284  -4.42606
C  -3.11303  -1.92899  -0.47124
C  -4.58995  -2.27527  -0.63664
C  -5.41289  -2.03616  0.64274
C  -6.34460  -3.19537  0.85946
F  -6.99992  -3.49097  -0.24658
F  -5.67187  -4.28433  1.19423
F  -7.23096  -2.93446  1.79064
C  -2.74798  -0.56173  0.21379
P  -3.96693  0.81247  -0.18630
O  -4.67648  0.53380  -1.43445
O  -4.87213  1.09620  1.06209
O  -3.10190  2.13675  -0.37602
H  -0.18759  -5.19148  2.43303
H  1.97076  -1.99242  1.01619
H  0.98562  -2.22158  -0.39183
H  0.77106  -0.33454  1.84690
H  -0.69822  -1.24217  1.77545
H  -0.23779  1.08490  0.50039
H  0.48592  0.08694  -0.69933
H  -0.68717  0.63939  -2.88249
H  -1.33773  -0.68397  -3.76467
H  -1.24911  -3.63028  -0.96757
H  -0.39733  -2.56216  -2.09483
H  -1.29376  -4.98246  -2.74124
H  0.16814  -3.82062  -3.83641
H  -3.16651  -4.93514  -4.13071
H  -3.71368  -4.06775  -2.71963
H  -2.67786  -2.64205  -5.06163
H  -3.70484  -2.12425  -3.85104
H  -2.73560  -2.69105  0.21859
H  -5.01435  -1.75584  -1.48624
H  -4.63161  -3.33804  -0.85395
H  -6.05228  -1.18008  0.46268
H  -4.78957  -1.88637  1.51659
H  -2.63923  -0.54881  1.29093
H  -5.77463  0.78897  0.91063
H  -2.97090  2.21423  -1.32949
C  3.32312  2.88333  -4.31740
C  4.44995  3.83497  -3.86816
C  5.26062  3.43362  -2.63328
F  4.48722  3.37506  -1.52684
F  6.20937  4.36832  -2.41201
F  3.94582  5.07807  -3.71281
F  5.32540  3.89238  -4.90582
O  1.98110  3.22702  -3.94573
C  1.43639  2.83763  -2.75797
C  1.02271  4.03152  -1.89574
F  2.08620  4.77963  -1.58614
F  0.47403  3.57380  -0.74375
F  2.22592  1.97462  -2.10231
F  0.28415  2.13473  -3.05971
H  3.31004  2.95184  -5.40376
H  3.55312  1.84190  -4.09799
H  5.75120  2.47009  -2.77989
H  0.29311  4.65127  -2.42254
C  1.60012  3.85976  4.95499
C  0.72160  3.88096  6.22284
C  0.41014  2.54039  6.89482
F  -0.29751  1.72529  6.08458
F  -0.33962  2.75933  7.99594
F  -0.42248  4.54777  5.95886
F  1.40152  4.61442  7.14346
O  0.93983  3.95676  3.69098
C  0.48048  2.84784  3.02809
C  -1.03544  2.90380  2.83128
F  -1.67659  2.93259  4.00610
F  -1.44856  1.78427  2.16487
F  0.86931  1.70201  3.62090
F  1.05170  2.85153  1.79880
H  2.18811  4.77472  5.00455
H  2.32782  3.04952  4.97152
H  1.32979  2.03325  7.19975
H  -1.32626  3.78565  2.25749
C  -6.38087  -2.51027  5.09824
C  -4.88927  -2.85127  5.28786
C  -4.50426  -3.77292  6.44816
F  -4.80362  -3.23200  7.63934
F  -3.16428  -3.97684  6.42226
F  -4.17468  -1.70659  5.34487
F  -4.50014  -3.49495  4.14346
O  -6.83542  -1.25128  5.58024
C  -7.27203  -1.09456  6.88539
C  -6.41789  -0.07930  7.64761
F  -5.13503  -0.48582  7.71244
F  -6.88113  0.04038  8.90939
F  -7.35125  -2.27408  7.52382
F  -8.52763  -0.60572  6.81895
H  -6.51675  -2.43397  4.02134
H  -7.03430  -3.32480  5.40935
H  -5.00154  -4.74280  6.35732
H  -6.45281  0.89528  7.15617
C  8.83575  0.44071  -7.13320
C  10.36543  0.26188  -7.04479
C  10.90329  -0.79652  -6.07726
F  10.58822  -0.51453  -4.79782
F  12.25125  -0.82973  -6.16061
F  10.93833  1.45734  -6.79515
F  10.77453  -0.11985  -8.28541
O  8.25224  1.53097  -6.41974
C  7.85741  1.41210  -5.10843
C  8.61348  2.37647  -4.19428
F  9.92965  2.12199  -4.21681
F  8.17720  2.21085  -2.91995
F  7.93359  0.13906  -4.68041
F  6.53722  1.74943  -5.06834
H  8.64265  0.68840  -8.17583
H  8.30236  -0.49228  -6.95557
H  10.51872  -1.78847  -6.33133
H  8.44742  3.41078  -4.50358

## Properties
- E_HOMO: -0.4301 Eh
- LUMO level: -2.7 eV
- HOMO-LUMO gap: 8.99 eV
- Net charge: +1



What calculated total energy values result from the calculations? In sequence: -7633.55934, -3727.24679, -2748.13769, -5977.61866 a.u..